A | A gas-phase ion, C5H11NO2 (charge +1). Source: OMol25; level of theory: ωB97M-V with the def2-TZVPD basis set.

ORCA input file:
```
! wB97M-V def2-TZVPD RIJCOSX def2/J DEFGRID3
* xyz 1 2
O -0.97768 -2.22434 -1.22699
C -1.52450 -1.32873 -0.70551
C -0.97232 -0.78859 0.75492
C 0.22999 0.14465 0.53322
C 0.02489 1.44431 -0.21007
C 1.27840 2.00446 -0.87500
O 2.23971 2.48970 0.01984
N -0.61907 -1.92503 1.51955
H -2.56296 -1.05501 -0.99290
H -1.75490 -0.27972 1.30737
H 0.73539 0.31660 1.50441
H 0.94839 -0.46634 -0.02467
H -0.78204 1.21211 -0.92374
H -0.30818 2.25151 0.44029
H 0.95597 2.72132 -1.65164
H 1.76584 1.28513 -1.55003
H 2.45774 1.80357 0.65628
H -1.41449 -2.50289 1.78917
H 0.07716 -2.56449 1.14360
*
```

## Properties
* E_HOMO (alpha / beta): -13.70 / -13.69 eV
* M: 117.15 g/mol
* E_LUMO (alpha / beta): -0.1849 / -0.3281 hartree

---

B | A gas-phase ion, C5H11NO2 (charge +1). Source: OMol25; level of theory: ωB97M-V with the def2-TZVPD basis set.

ORCA input file:
```
! wB97M-V def2-TZVPD RIJCOSX def2/J DEFGRID3
* xyz 1 2
C 0.59969 -1.08000 -2.19580
N 0.77281 -0.75200 -0.77691
C 0.17260 0.54503 -0.43523
C 0.62206 0.90233 0.98720
C -0.31614 0.41048 2.05710
O -0.76873 -1.00576 1.84436
C -1.34342 0.77104 -0.50834
O -1.72696 1.85067 -0.33531
H 0.95968 -0.18019 -2.74027
H 1.15846 -2.03722 -2.47051
H -0.45543 -1.39966 -2.53273
H 0.47375 -1.49117 -0.09208
H 0.66992 1.23380 -1.28142
H 1.69881 0.47330 1.04559
H 0.77861 2.04351 1.03592
H -1.26779 1.02800 2.32320
H 0.19610 0.45118 2.96051
H -0.19549 -1.80361 1.96213
H -2.02853 0.04029 -0.84741
*
```

## Properties
* E_HOMO (alpha / beta): -15.05 / -14.91 eV
* M: 117.15 g/mol
* E_LUMO (alpha / beta): -0.1392 / -0.3086 hartree

---

C | A gas-phase ion, C5H11NO2 (charge +1). Source: OMol25; level of theory: ωB97M-V with the def2-TZVPD basis set.

ORCA input file:
```
! wB97M-V def2-TZVPD RIJCOSX def2/J DEFGRID3
* xyz 1 2
C -0.46351 0.08262 -1.64475
C 0.22576 0.01768 -0.27488
C 1.03581 1.32493 0.01319
C 2.53709 1.15384 -0.16520
O 3.26735 2.08413 -0.32221
N -0.82379 -0.06571 0.72005
C -1.12784 -1.31260 1.42539
O -2.43840 -1.65160 1.02670
H 0.25641 0.36890 -2.40681
H -1.01220 -0.81857 -1.91221
H -1.24352 0.84755 -1.62776
H 0.90424 -0.80182 -0.04659
H 0.86490 1.63951 1.04527
H 0.70999 2.13634 -0.63686
H 2.96531 0.13419 -0.19487
H -1.67407 0.50618 0.65147
H -0.42854 -2.12264 1.25822
H -1.14759 -1.03386 2.48991
H -2.40740 -2.48906 0.60192
*
```

## Properties
* E_HOMO (alpha / beta): -13.92 / -13.81 eV
* M: 117.15 g/mol
* E_LUMO (alpha / beta): -0.1112 / -0.2928 hartree

---

What should be chosen as the least stable of them? Choose B.

---

A | 2 unconnected molecules or ions with the total composition C5H10NO. Source: OMol25; level of theory: ωB97M-V with the def2-TZVPD basis set.

ORCA input file:
```
! wB97M-V def2-TZVPD RIJCOSX def2/J DEFGRID3
* xyz 1 3
C 0.14538 -2.28943 -0.18548
C -2.11405 -0.29536 0.26932
C -0.06483 -1.00588 -0.11186
C 0.89608 0.88869 1.18671
C 0.80079 0.19455 -0.16691
N 0.20142 1.16653 -1.15849
O -2.35111 0.76937 -0.19305
H 1.13809 -2.68624 -0.36491
H -0.64030 -3.01610 -0.07240
H -2.72918 -0.96860 0.84989
H 1.32956 0.20617 1.91560
H 1.53886 1.76343 1.13186
H -0.08589 1.18151 1.54671
H 1.81161 -0.07313 -0.51424
H 0.25827 0.80254 -2.11620
H 0.67662 2.07528 -1.10617
H -0.81132 1.28665 -0.91037
*
```

## Properties
* E_HOMO (alpha / beta): -10.22 / -15.16 eV
* M: 100.14 g/mol
* E_LUMO (alpha / beta): -0.1309 / -0.2428 hartree

---

B | A molecular structure, C5H10NO. Source: OMol25; level of theory: ωB97M-V with the def2-TZVPD basis set.

ORCA input file:
```
! wB97M-V def2-TZVPD RIJCOSX def2/J DEFGRID3
* xyz 1 3
C -1.15699 0.56820 1.24989
C -0.38864 1.63049 1.42530
C 0.95476 0.61117 -0.15307
C 2.18458 -0.24500 0.03288
C -1.49595 -0.39033 -0.89568
N -0.61213 -0.28793 0.24435
O 0.77996 1.61450 0.71357
H -1.99874 0.43105 1.86623
H -0.54300 2.53775 2.09809
H 0.74537 0.75386 -1.34821
H 2.24549 -0.58283 0.97732
H 2.93421 0.40776 -0.09209
H 2.12790 -1.13897 -0.52205
H -1.83607 -1.34750 -1.03547
H -2.36886 0.29588 -0.66028
H -1.13204 -0.02087 -1.77971
H -0.35553 -1.29475 0.50301
*
```

## Properties
* E_HOMO (alpha / beta): -9.84 / -16.68 eV
* M: 100.14 g/mol
* E_LUMO (alpha / beta): -0.1155 / -0.2484 hartree

---

C | A gas-phase ion, C5H10NO (charge +1). Source: OMol25; level of theory: ωB97M-V with the def2-TZVPD basis set.

ORCA input file:
```
! wB97M-V def2-TZVPD RIJCOSX def2/J DEFGRID3
* xyz 1 3
C -1.45816 -0.66178 0.61613
C -1.12350 0.32611 1.37542
C 1.11097 -1.35552 -0.81802
C -0.94217 1.34688 -0.90117
C 0.93990 -0.05633 0.00737
N -0.46797 0.31515 0.07077
O 1.22839 -0.36645 1.64788
H -2.06276 -1.34940 0.18855
H -1.42113 0.98238 2.08784
H 2.18831 -1.41143 -1.05886
H 0.85314 -2.07775 -0.00529
H 0.37754 -1.38523 -1.62185
H -0.51124 1.12720 -1.83567
H -2.00054 1.53844 -0.87276
H -0.38095 2.28874 -0.74852
H 1.52030 0.88675 -0.10955
H 2.14986 -0.14775 1.97773
*
```

## Properties
* E_HOMO (alpha / beta): -11.41 / -15.38 eV
* M: 100.14 g/mol
* E_LUMO (alpha / beta): -0.1012 / -0.2826 hartree

---

What should be chosen as the least stable of them? Choose C.

---

A | A molecular structure, C37H44BaIN6O4S2Si. Source: OMol25; level of theory: ωB97M-V with the def2-TZVPD basis set.

ORCA input file:
```
! wB97M-V def2-TZVPD RIJCOSX def2/J DEFGRID3
* xyz -1 1
Ba -0.38283 1.49270 0.13459
C 1.23704 7.97217 2.24628
C 0.81655 6.67004 1.62780
C 0.41102 6.59586 0.30042
C 0.07929 5.34145 -0.16417
N 0.14683 4.26199 0.60260
C 0.53222 4.41804 1.89133
S 0.63087 2.97690 2.86150
N 0.86636 5.60393 2.41775
H 1.07006 8.81142 1.57206
H 2.29758 7.92583 2.49839
H 0.68791 8.13405 3.17376
H 0.36589 7.47047 -0.33210
H -0.26134 5.17985 -1.18203
C 5.17345 -1.07212 -2.25489
C 4.88678 -1.64401 -0.87400
C 3.49770 -1.29381 -0.35861
N 3.31817 0.13061 -0.15288
C 3.27011 0.72023 1.04141
S 3.27582 -0.07989 2.51067
N 3.14457 2.10739 1.02452
C 3.73050 3.01705 0.16219
O 3.30753 4.14709 0.05040
C 5.00547 2.61022 -0.51920
C 5.96937 1.87593 0.16332
C 7.19618 1.62783 -0.43081
C 7.45387 2.09342 -1.71432
C 6.48553 2.81182 -2.40115
C 5.26472 3.08152 -1.79962
H 6.16806 -1.36140 -2.60019
H 5.12907 0.01630 -2.25375
H 4.44290 -1.43577 -2.98241
H 5.62830 -1.29754 -0.14781
H 4.96063 -2.73583 -0.90953
H 3.31949 -1.77575 0.60057
H 2.73011 -1.61653 -1.06206
H 3.05090 0.68032 -0.96315
H 2.55594 2.47280 1.80584
H 5.75893 1.50537 1.16046
H 7.94933 1.06506 0.10627
H 8.40844 1.88735 -2.18248
H 6.67966 3.16385 -3.40605
H 4.50701 3.66023 -2.31050
C 0.68781 -3.07951 5.44944
N -0.31836 -2.25347 4.78879
N -0.20820 -2.27382 3.39279
C -0.33695 -0.99202 2.88685
O -0.37541 -0.72170 1.69247
C -0.41615 -0.12589 4.03707
C -0.36872 -0.90600 5.13351
C -0.33411 -0.50438 6.56626
C -0.49523 -3.46131 2.68039
C -1.32591 -4.42801 3.23360
C -1.58963 -5.58853 2.52090
C -1.04850 -5.77418 1.25790
C -0.22812 -4.79582 0.71137
C 0.06349 -3.64135 1.41955
H 0.57053 -4.11233 5.13076
H 0.52181 -3.02521 6.52236
H 1.69767 -2.73462 5.20714
H -0.49346 0.94893 3.97126
H -0.53793 0.56050 6.64353
H 0.64610 -0.69152 7.00912
H -1.08062 -1.05427 7.14042
H -1.77075 -4.26042 4.20558
H -2.23731 -6.34140 2.95203
H -1.26751 -6.67554 0.70060
H 0.19406 -4.92917 -0.27618
H 0.70392 -2.87943 1.00150
I -9.30982 3.52688 -2.05182
C -7.32549 3.07236 -1.54904
C -6.29617 3.76633 -2.16539
C -4.98613 3.45901 -1.82717
C -4.70970 2.47518 -0.88670
C -5.75684 1.79158 -0.28361
C -7.07388 2.08465 -0.61016
C -3.27521 2.14705 -0.52615
O -2.37256 2.79025 -1.11305
O -3.08318 1.25343 0.33470
H -6.51109 4.53311 -2.89695
H -4.15497 3.97533 -2.28846
H -5.52035 1.02787 0.44502
H -7.88913 1.55142 -0.14070
C 2.38691 1.49886 -3.81431
Si 0.96268 0.46159 -3.00727
C 1.38223 -1.31069 -3.66617
C -0.44724 0.86794 -4.24850
H 2.46695 1.27850 -4.88699
H 3.38385 1.32388 -3.39697
H 2.18202 2.56998 -3.70777
H 1.69679 -1.26642 -4.71683
H 0.47606 -1.92367 -3.62129
H 2.15170 -1.85299 -3.11388
H -0.11356 0.70189 -5.28101
H -0.77580 1.90728 -4.15940
H -1.32616 0.24180 -4.07402
*
```

## Properties
* E_HOMO: -3.69 eV
* M: 993.25 g/mol
* E_LUMO: 0.0743 hartree

---

B | A molecular structure, C37H44BaIN6O4S2Si. Source: OMol25; level of theory: ωB97M-V with the def2-TZVPD basis set.

ORCA input file:
```
! wB97M-V def2-TZVPD RIJCOSX def2/J DEFGRID3
* xyz -1 1
Ba -0.16976 -0.22631 -2.32326
C 6.67649 -1.39068 -2.93640
C 5.17316 -1.39696 -2.95811
C 4.44754 -2.57970 -2.84176
C 3.06876 -2.44908 -2.85721
N 2.46961 -1.27903 -2.98418
C 3.24751 -0.17977 -3.14412
S 2.37777 1.29659 -3.36692
N 4.58851 -0.21608 -3.10827
H 7.07623 -2.36218 -2.64552
H 7.03094 -0.62710 -2.24534
H 7.05703 -1.13381 -3.92588
H 4.93074 -3.54123 -2.74032
H 2.41169 -3.30829 -2.75782
C -2.51848 4.38344 1.27930
C -2.27086 4.82929 -0.15859
C -1.75163 3.69123 -1.02562
N -0.41014 3.27673 -0.64244
C 0.70374 3.75365 -1.19366
S 0.76812 4.84172 -2.45173
N 1.89131 3.22677 -0.64503
C 2.14303 3.00474 0.68088
O 2.97156 2.18530 1.04000
C 1.41666 3.84053 1.69209
C 1.16313 5.19130 1.49340
C 0.57800 5.93839 2.50600
C 0.22163 5.33567 3.70480
C 0.46002 3.98064 3.89532
C 1.06838 3.23712 2.89454
H -2.84872 5.21658 1.90223
H -1.61038 3.97709 1.72730
H -3.29106 3.61025 1.30778
H -1.54748 5.64837 -0.19183
H -3.20163 5.19649 -0.59788
H -1.72472 3.98216 -2.07447
H -2.39217 2.81243 -0.93619
H -0.30150 2.48563 -0.01845
H 2.42475 2.64596 -1.28916
H 1.43081 5.66689 0.55742
H 0.39468 6.99382 2.34840
H -0.24879 5.91926 4.48625
H 0.17592 3.50044 4.82296
H 1.28358 2.18787 3.04473
C 0.31963 -3.14318 2.54357
N 1.15844 -1.99911 2.18010
N 0.41665 -0.87790 1.81058
C 0.94555 -0.30977 0.68812
O 0.47012 0.70894 0.14585
C 2.06024 -1.12956 0.31447
C 2.10851 -2.16478 1.18135
C 2.94875 -3.39014 1.14309
C -0.46866 -0.24678 2.71908
C -0.15136 -0.16881 4.06811
C -1.02950 0.46422 4.93439
C -2.20689 1.02337 4.45403
C -2.51361 0.93463 3.10257
C -1.65027 0.29285 2.22882
H -0.32171 -2.86377 3.37641
H 0.96409 -3.96072 2.85771
H -0.28905 -3.44864 1.68978
H 2.68436 -0.94878 -0.53989
H 3.78332 -3.23887 0.46145
H 2.36335 -4.23788 0.77747
H 3.33503 -3.63576 2.13250
H 0.78083 -0.58972 4.42226
H -0.78543 0.52557 5.98742
H -2.88621 1.52273 5.13256
H -3.43556 1.35447 2.72020
H -1.90181 0.19175 1.18173
I 0.13606 -9.60520 -1.07480
C -0.01958 -7.52985 -1.34019
C -0.66206 -6.77565 -0.37205
C -0.74901 -5.40127 -0.55348
C -0.21091 -4.79782 -1.68175
C 0.40993 -5.58252 -2.64560
C 0.51884 -6.95655 -2.48178
C -0.27663 -3.29262 -1.85703
O -0.64192 -2.61192 -0.86540
O 0.08286 -2.83903 -2.97256
H -1.08805 -7.24732 0.50229
H -1.25281 -4.78062 0.17497
H 0.80451 -5.09425 -3.52724
H 1.00708 -7.56862 -3.22670
C -4.29726 0.62873 -0.41728
Si -3.68821 0.57811 -2.25897
C -4.59897 2.11749 -2.95901
C -4.80760 -0.84360 -2.91230
H -5.39133 0.68285 -0.35469
H -3.90125 1.48690 0.13842
H -3.97951 -0.27661 0.11063
H -5.66131 2.09822 -2.68753
H -4.52897 2.15022 -4.04940
H -4.17353 3.05137 -2.58052
H -5.86139 -0.69386 -2.64732
H -4.48659 -1.80253 -2.49660
H -4.74518 -0.92456 -4.00113
*
```

## Properties
* E_HOMO: -3.58 eV
* M: 993.25 g/mol
* E_LUMO: 0.0652 hartree

---

What should be chosen as the least stable of them? Choose A.